# 1
The following is a quantum chemistry calculation of a cluster of 13 separate species, H27O13 in total in a non-equilibrium geometry, from the Open Molecules 2025 dataset.

Gap between HOMO and LUMO (eV): 10.726
E (eV): -27046.579
2S+1: 1
Relative energy (zero: lowest compared OMol25 entry of this formula, charge and spin) (kcal per mole): 103.6
Total charge: +1

Structure (XYZ):
```
40
Properties=species:S:1:pos:R:3:forces:R:3
O 1.145863 1.838834 -0.722023 0.396 -0.342 2.938
H 1.482523 3.958786 1.796695 0.871 -0.202 -0.421
O -0.985943 0.766176 -0.954134 -0.263 -2.604 -1.194
H -2.865454 -2.265639 3.022427 -2.118 -0.505 -0.572
H -0.629676 -1.721418 -1.581880 -0.218 -1.055 -0.013
H 0.521007 0.800290 0.181053 0.820 -0.344 2.192
H -1.709470 0.224265 -1.406698 1.513 1.041 1.052
H 0.290956 0.713748 -4.226547 -0.213 -0.502 0.978
H -0.125907 0.229788 -1.091305 -2.629 1.170 -0.656
O -1.140770 0.481393 2.759857 -2.327 0.553 -4.150
H -1.968010 2.237192 0.054220 0.420 -0.391 -0.471
H 2.648539 -2.169517 -2.901002 2.491 -1.830 1.009
O 2.069716 3.638770 1.075739 2.059 -1.392 2.204
H 2.924565 3.210008 1.544927 -3.049 1.740 -1.526
O -1.961439 -2.075900 3.081310 0.195 -0.727 -8.813
O -2.617596 2.469996 0.710977 -0.106 1.747 0.433
H -0.781801 -3.094506 -0.816404 -0.690 1.098 -0.925
H -0.217791 0.265806 1.768439 0.628 0.513 1.049
O 1.943475 -1.583826 -2.850988 -2.243 1.080 -1.914
O -0.073901 0.348988 -3.381076 -3.427 0.519 -2.399
O -2.583377 -0.649309 0.853241 -1.820 -0.501 -2.638
H -1.192123 -0.005468 3.556170 -0.122 -1.010 0.934
H 1.321279 1.035367 1.472882 -0.653 -0.827 0.272
H -2.156267 -1.244631 0.158902 -0.147 0.500 1.316
H -3.407282 -0.376859 0.331481 1.454 -0.132 1.485
O 3.764972 -0.548247 -1.436026 -1.399 0.730 -1.715
H 1.855820 -1.514473 -3.827981 -0.802 0.557 0.839
H -1.997455 0.159802 2.070838 2.565 0.640 2.167
H 1.631989 -2.449926 1.711800 -1.575 -1.391 -1.799
O 1.059394 -2.960059 1.027659 1.547 1.350 1.540
H 0.866019 2.730649 -0.506049 0.346 0.312 -0.689
H 2.937296 -0.664798 -0.970892 -0.005 -0.243 0.146
H -1.119986 0.348847 -3.628705 3.789 0.053 0.925
H -2.530438 3.457772 0.773423 -0.357 -1.402 0.032
H 4.459913 -0.693529 -0.855064 1.904 -0.386 1.879
H 0.238758 -2.458816 0.990617 -0.047 0.084 0.330
H 1.319845 1.594011 -1.591720 0.254 0.259 -2.710
O 0.710426 0.319567 1.158872 -0.034 1.298 -1.722
H -1.826714 -1.990895 3.905508 1.910 0.648 9.729
O -1.300954 -2.362235 -1.258542 1.080 -0.106 0.880
```
Forces are in eV/Å.

Löwdin atomic charge list, values in e, 5 entries: number 1, O, carries -0.003; number 2, H, carries 0.060; number 3, O, carries -0.137; number 4, H, carries 0.048; number 5, H, carries 0.028



# 2
The following is a quantum chemistry calculation of a structure of composition H27O13 in a non-equilibrium geometry, from the Open Molecules 2025 dataset.

Gap between HOMO and LUMO (alpha / beta) (eV): 10.608 / 2.739
E (eV): -27035.891
2S+1: 2
Relative energy (zero: lowest compared OMol25 entry of this formula, charge and spin) (kcal per mole): 0.0
Total charge: +2

Structure (XYZ):
```
40
Properties=species:S:1:pos:R:3:forces:R:3
H 1.152768 -0.001062 -0.173053 -0.903 0.720 0.267
H -3.008600 0.950406 2.298741 0.317 -0.012 0.019
O -1.247531 1.023137 4.249773 0.849 -0.024 -0.639
H -1.250444 0.152978 3.818248 0.036 0.093 0.370
H 0.303438 3.915995 -2.233736 -0.469 -0.567 -0.475
O 0.343513 -2.848869 -1.082118 0.004 1.151 0.929
H -3.208103 -2.431943 0.267604 -0.249 -0.037 0.415
O -0.789504 -1.568095 1.480979 -0.664 -0.534 -0.851
H -0.367305 2.789203 0.807987 -0.499 -0.367 0.528
O 0.271692 0.413221 -0.360699 0.077 -0.529 -0.209
H 0.983595 -2.743808 -0.344679 -0.407 -0.348 -0.523
H 1.563374 -0.375511 3.137535 0.678 0.015 0.313
O 0.425100 3.309646 0.723884 0.011 0.483 -0.382
O -3.457830 -1.496976 0.159709 0.172 -0.530 -0.702
H 3.597538 1.293896 -0.042174 0.209 0.090 -0.030
H -2.040164 -3.039191 -2.496358 -0.294 0.419 -0.313
O 3.054237 0.502190 -0.074538 -0.330 -0.199 0.054
H 0.659344 0.434204 -2.471472 -0.417 0.355 -0.392
H -0.309812 1.325247 4.181943 -0.875 -0.115 0.227
H -3.500406 -1.494920 -0.828583 0.185 0.310 0.001
H -0.390373 0.231852 0.327659 0.769 -0.158 -0.146
H -1.646123 -1.090447 1.414682 -0.089 0.271 0.273
H 1.999910 1.029590 -2.370779 -0.204 0.163 -0.908
O 2.565054 -1.881287 -2.495492 -0.126 -0.156 0.989
H 0.147655 -1.911000 -1.315004 0.066 -0.820 0.003
H -2.872672 -2.026873 -3.353134 -0.041 -0.195 -0.327
H 3.397276 -1.806718 -1.986865 -0.541 -0.173 -0.435
O -0.143064 3.051575 -2.049527 0.880 1.769 0.147
H 2.930441 0.256840 0.856620 0.232 0.053 0.194
O -2.509242 0.660370 1.511873 -0.316 -0.039 0.114
H 2.980984 0.234290 3.565576 -0.646 -0.299 -0.245
H -0.965006 -2.388401 0.951423 0.514 0.313 0.562
H -0.376416 3.232260 -1.116961 0.363 -0.642 0.155
H -3.169065 0.717130 0.801387 0.119 0.005 -0.017
O 1.143976 1.199138 -2.849509 1.411 -0.213 1.658
O -2.444917 -2.153157 -2.504684 0.256 -0.161 0.832
H 0.717320 2.188335 -2.289010 -1.057 -0.745 -0.513
H 2.030980 -2.583598 -2.052588 0.756 0.554 -0.738
H 1.121577 2.750706 1.073521 0.244 -0.126 0.032
O 2.306795 0.179660 2.861805 -0.019 0.225 -0.238
```
Forces are in eV/Å.

Löwdin atomic charge list, values in e, 5 entries: number 1, H, carries 0.042; number 2, H, carries 0.102; number 3, O, carries 0.051; number 4, H, carries 0.044; number 5, H, carries 0.160



# 3
The following is a quantum chemistry calculation of a structure of composition H28HeO14 in a non-equilibrium geometry, from the Open Molecules 2025 dataset.

Gap between HOMO and LUMO (eV): 10.313
E (eV): -29199.930
2S+1: 1
Relative energy (zero: lowest compared OMol25 entry of this formula, charge and spin) (kcal per mole): 7.4
Total charge: 0

Structure (XYZ):
```
43
Properties=species:S:1:pos:R:3:forces:R:3
O -6.704240 -0.742470 -13.039710 -0.218 0.322 0.299
H -3.495870 -6.213570 -11.547170 0.087 0.527 -0.699
H -6.995930 -0.844080 -13.945700 -0.123 -0.119 -0.150
H -6.114130 -4.210650 -7.252110 0.036 0.264 0.131
H -3.540280 -4.072830 -12.961400 -0.386 0.887 0.163
He -4.777060 -3.338180 -10.774750 0.052 0.024 0.082
O -6.329980 -4.242770 -12.876450 0.034 0.154 -0.373
H -7.407600 -5.449110 -10.587850 -0.184 -0.552 -0.409
O -1.983140 -3.388580 -9.031420 0.152 0.440 0.035
O -7.553810 -4.635950 -10.104490 -0.340 0.753 -0.606
H -8.492170 -2.835160 -9.584850 0.157 -0.780 -0.410
H -3.656800 0.959200 -10.660730 -0.045 0.176 -0.077
O -3.597360 -2.152380 -13.051870 -0.077 -0.451 -0.077
H -5.765120 -0.925460 -13.067990 0.402 -0.256 0.034
O -8.838970 -2.303490 -8.868400 0.153 0.462 0.342
O -6.398940 -5.005040 -7.703830 -0.161 -0.094 0.152
H -6.910600 -7.827250 -10.781640 -0.204 -0.250 0.103
H -6.558900 -4.159980 -11.950720 -0.264 0.156 0.428
O -3.873530 -6.492100 -10.712890 -0.437 -0.171 0.400
O -3.421850 -4.967340 -13.280870 0.161 -0.950 0.166
H -3.802090 -5.725030 -8.772110 0.097 -0.065 -0.501
H -5.696000 -4.959400 -12.903730 0.131 -0.252 -0.165
H -2.519240 -4.991160 -13.598610 0.206 -0.119 -0.180
H -9.551390 -1.801950 -9.264810 -0.290 0.126 -0.032
H -5.813540 -6.807200 -11.000400 0.750 0.233 0.070
O -6.647250 -0.485710 -9.372440 0.569 0.210 0.157
O -3.193410 -5.541340 -8.056570 -0.389 -0.642 0.948
H -2.931990 -2.174650 -13.739630 0.115 0.178 -0.369
H -5.746910 -5.663840 -7.464930 0.339 -0.179 0.088
H -2.827120 -4.682530 -8.267580 -0.047 0.259 -0.260
H -7.379260 -1.053570 -9.131740 -0.675 -0.395 0.286
H -3.772560 -7.443950 -10.709610 0.184 -0.330 0.106
H -1.110900 -3.758820 -8.896000 0.340 -0.108 0.131
H -6.736400 -0.367080 -10.318070 0.080 0.040 -0.457
H -3.209820 -1.615880 -12.360330 -0.045 0.680 0.505
H -1.943420 -2.993060 -9.902180 -0.168 0.174 -0.267
O -4.060660 -1.105490 -8.569620 0.600 -0.267 0.407
H -7.160710 -4.793080 -9.245990 0.286 -0.055 0.649
H -3.674430 -1.923100 -8.255650 0.424 -0.215 0.141
H -3.485110 -0.403720 -10.024430 -0.306 -0.377 0.893
H -4.981470 -1.317980 -8.721890 -0.914 0.425 -0.340
O -3.426530 0.052580 -10.863830 0.407 0.140 -1.196
O -6.651740 -7.104960 -11.353930 -0.486 -0.004 -0.149
```
Forces are in eV/Å.

Löwdin atomic charge list, values in e, 5 entries: number 1, O, carries -0.050; number 2, H, carries 0.021; number 3, H, carries 0.034; number 4, H, carries 0.063; number 5, H, carries -0.020